(1)
{
  "formula": "C3H5IO",
  "method": "ωB97M-V/def2-TZVPD",
  "total_energy_ev": -13337.5352,
  "e_above_lowest_kj_mol": 177.4,
  "homo_ev": -8.82,
  "lumo_energy_ha": 0.00962,
  "species": ["C", "C", "C", "O", "I", "H", "H", "H", "H", "H"],
  "xyz": [[-1.12461, -0.93128, -1.30704], [-1.32352, 0.45349, 0.24922], [0.06827, 0.98458, 0.32885], [-2.20758, 0.99040, 0.91218], [-2.54650, -2.40065, -1.61502], [-0.04432, -1.15228, -1.23564], [-1.14341, -0.33478, -2.16703], [0.03507, 1.60986, -0.61034], [0.79378, 0.19447, 0.13914], [0.15408, 1.56847, 1.27181]],
  "forces_ev_per_angstrom": [[0.31, 1.97, 2.76], [-1.36, 0.57, 0.49], [-0.48, 0.32, -0.81], [1.76, -2.84, -2.72], [0.03, -0.33, 0.28], [-0.82, -0.82, 0.55], [-0.52, 1.27, -1.10], [0.54, -0.08, 1.02], [0.17, 0.28, 0.44], [0.37, -0.34, -0.90]]
}

(2)
{
  "formula": "C3H4AlO4",
  "method": "ωB97M-V/def2-TZVPD",
  "total_energy_ev": -17951.7579,
  "e_above_lowest_kj_mol": 256.5,
  "homo_ev": [-14.89, -14.41],
  "total_charge": 1,
  "lumo_energy_ha": [-0.26730, -0.22336],
  "species": ["O", "C", "C", "O", "O", "C", "H", "H", "H", "Al", "O", "H"],
  "xyz": [[1.26612, -1.19817, -0.21067], [-1.26401, 0.10575, -0.54536], [1.12306, -0.32165, 0.92197], [-2.38125, -0.43814, -0.18179], [-0.73797, 1.02476, 0.21128], [0.75807, 1.02695, 0.33129], [2.11509, -0.23352, 1.39151], [0.35779, -0.73123, 1.61394], [0.89464, 1.77427, 1.12768], [-2.43702, -0.72650, -1.88280], [-1.03902, 0.13097, -1.82771], [1.34449, -0.41349, -0.94935]],
  "forces_ev_per_angstrom": [[-0.58, 3.03, -2.72], [-0.28, 4.23, 1.75], [1.22, -0.13, -1.11], [1.21, -0.30, 1.07], [1.63, -1.30, -0.34], [-2.42, -0.36, 3.97], [-0.45, 0.05, 0.25], [0.47, 0.49, -0.23], [0.40, 0.68, -1.20], [-4.94, -3.40, -3.54], [3.46, 0.65, 0.25], [0.28, -3.66, 1.83]]
}